[1]
Here is a 2-piece molecular cluster, C10H19BNS overall at a distorted geometry from OMol25. Energies are from ωB97M-V/def2-TZVPD.

Each line ends with the Mulliken charge.
Cartesian coordinates (Å):
B1 1.451 0.752 0.561  0.11
C1 2.807 1.481 0.519  -0.08
C2 3.577 1.434 1.588  -0.64
C3 3.262 0.711 2.847  -0.37
C4 1.904 0.089 2.940  -0.72
C5 1.024 0.078 1.939  -0.22
C6 -1.798 -3.102 0.028  -1.21
C7 -3.468 1.201 -1.339  -1.10
C8 1.082 1.355 -2.288  -1.22
C9 -1.627 -2.220 -1.202  -0.34
C10 -2.806 -0.113 -1.645  0.30
N1 -2.093 -0.809 -0.804  -0.12
S1 0.254 0.624 -0.755  0.03
H1 3.022 2.129 -0.332  0.29
H2 4.549 2.007 1.611  0.31
H3 4.022 -0.203 3.095  0.29
H4 1.501 -0.158 3.914  0.33
H5 -0.008 -0.186 2.016  0.31
H6 -1.482 -4.100 -0.174  0.40
H7 -1.111 -2.660 0.852  0.28
H8 -2.765 -3.052 0.432  0.38
H9 -4.389 1.420 -1.884  0.37
H10 -3.588 1.341 -0.274  0.32
H11 -2.854 2.088 -1.638  0.29
H12 1.354 2.434 -2.183  0.31
H13 0.374 1.185 -2.985  0.46
H14 1.897 0.821 -2.501  0.40
H15 -2.365 -2.412 -1.884  0.47
H16 -0.602 -2.230 -1.647  0.25
H17 -2.862 -0.675 -2.563  0.39
H18 3.539 1.378 3.618  0.43
H19 -1.801 -0.609 0.139  0.30

Charge: +1
HOMO, eV: -11.99
Energy relative to the best compared isomer or geometry (same formula, charge and spin), kcal/mol: 0.0
HOMO-LUMO gap, eV: 7.82
LUMO level, eV: -4.1643

[2]
Here is C10H19BrN3O2Ti as an isolated structure at a distorted geometry from OMol25. Energies are from ωB97M-V/def2-TZVPD.

Each line ends with the Mulliken charge.
Cartesian coordinates (Å):
Ti1 5.126 -2.439 -5.189  0.87
Br1 2.393 -2.725 -1.497  -0.86
C1 0.204 1.044 2.854  -0.90
C2 0.334 -0.067 3.865  0.62
O1 0.713 0.164 5.065  -0.66
N1 0.030 -1.322 3.498  -0.21
C3 -0.014 -2.418 4.535  -0.83
H1 0.363 0.664 1.845  0.32
H2 0.993 1.774 3.036  0.27
H3 -0.796 1.469 2.936  0.23
H4 0.087 -1.687 2.558  0.29
H5 -0.300 -3.359 4.065  0.33
H6 -0.754 -2.317 5.330  0.27
H7 0.935 -2.566 5.049  0.27
C4 1.568 2.908 -3.597  -0.96
C5 2.713 3.447 -2.680  0.65
O2 2.570 4.559 -2.230  -0.62
N2 3.681 2.685 -2.185  -0.21
C6 4.601 3.053 -1.163  -0.89
H8 1.166 3.655 -4.282  0.30
H9 0.720 2.757 -2.930  0.26
H10 1.987 2.121 -4.226  0.31
H11 3.655 1.696 -2.390  0.26
H12 4.107 3.522 -0.313  0.28
H13 5.501 3.605 -1.434  0.26
H14 4.948 2.081 -0.810  0.36
N3 -3.512 -2.095 -0.833  0.00
C7 -4.527 -1.613 0.025  -0.40
C8 -5.709 -1.997 -0.523  -0.43
C9 -5.525 -2.782 -1.646  -0.26
C10 -4.127 -2.767 -1.873  -0.53
H15 -2.525 -1.991 -0.647  0.20
H16 -4.209 -0.914 0.784  0.37
H17 -6.649 -1.512 -0.307  0.33
H18 -6.296 -3.255 -2.237  0.37
H19 -3.453 -3.379 -2.454  0.35

Multiplicity: 4
HOMO (alpha / beta), eV: -7.63 / -7.64
Energy relative to the best compared isomer or geometry (same formula, charge and spin), kcal/mol: 86.5
<S²>: 3.7563
HOMO-LUMO gap (alpha / beta), eV: 4.40 / 4.73
LUMO level (alpha / beta), eV: -3.2258 / -2.9155

[3]
Here is the molecule C10H19FN2O2Si2 at a distorted geometry from OMol25. Energies are from ωB97M-V/def2-TZVPD.

Each line ends with the Mulliken charge.
Cartesian coordinates (Å):
F1 1.837 3.283 -0.547  -0.32
N1 -1.645 2.587 -0.256  -0.57
N2 -0.479 0.531 -0.542  -0.03
O1 -2.685 0.524 0.084  -0.51
O2 1.817 0.595 -1.140  -0.58
C1 -1.563 1.242 -0.234  0.61
C2 -0.527 3.276 -0.436  -0.38
C3 0.641 1.231 -0.796  0.42
C4 0.654 2.629 -0.633  0.42
C5 -4.727 -1.401 -0.038  -1.12
C6 -1.711 -2.105 0.798  -0.94
C7 -2.345 -1.309 -2.102  -1.08
C8 4.511 0.506 0.028  -1.18
C9 2.452 -1.630 0.656  -0.96
C10 2.289 1.295 1.692  -1.11
Si1 -2.880 -1.074 -0.313  0.59
Si2 2.719 0.182 0.239  0.53
H1 -0.639 4.347 -0.500  0.45
H2 -5.120 -2.323 -0.442  0.35
H3 -5.266 -0.558 -0.513  0.26
H4 -4.921 -1.357 1.033  0.30
H5 -2.207 -2.606 1.610  0.46
H6 -1.040 -1.356 1.232  0.12
H7 -1.140 -2.826 0.204  0.29
H8 -2.571 -0.436 -2.700  0.33
H9 -2.701 -2.270 -2.468  0.39
H10 -1.265 -1.397 -2.135  0.28
H11 5.148 -0.003 0.747  0.38
H12 4.866 0.297 -0.977  0.35
H13 4.699 1.542 0.292  0.30
H14 3.413 -2.044 1.015  0.31
H15 2.110 -2.130 -0.258  0.28
H16 1.671 -1.740 1.425  0.29
H17 2.202 2.352 1.423  0.29
H18 1.346 0.956 2.092  0.33
H19 3.056 1.190 2.461  0.42

HOMO, eV: -9.45
HOMO-LUMO gap, eV: 10.00
LUMO level, eV: 0.5483
Structure (SMILES): C[Si](C)(C)Oc1ncc(F)c(O[Si](C)(C)C)n1